Record 1
This record from OMol25 describes C23H43BrCl2N3O4RhSi as an isolated structure at a distorted geometry. The level of theory is ωB97M-V/def2-TZVPD.

Last column: Mulliken charge in e.
Positions of all 78 atoms, in Å:
Rh 0.79468 0.28626 2.39966  0.155
Br 2.35428 1.64314 3.54407  -0.511
Cl 2.06530 -1.70018 2.13619  -0.420
Cl 1.71522 0.77930 0.35455  -0.236
Si -0.62268 0.15692 -1.85819  0.040
O 0.84736 -0.67950 -2.04337  -0.280
O -0.56628 0.33009 4.14928  -0.436
O -0.70914 1.75427 1.94356  -0.289
O -0.77970 -1.27657 2.11160  -0.443
N -1.29132 0.51714 6.27713  0.213
N -1.08436 3.85756 1.36519  0.395
N -0.85915 -3.52200 2.45748  0.264
C -0.23484 2.90369 1.73550  -0.060
C -0.41701 -3.84401 1.10817  -0.662
C 0.06179 0.72226 -6.09583  -0.826
C -0.99754 0.61348 7.69869  -0.884
C -1.77695 -0.38341 -3.26462  -1.382
C 3.35961 -3.56322 -4.75432  -1.511
C 1.92936 -0.41038 -2.93849  0.424
C 2.74277 -2.24528 -4.45415  0.108
C -2.65685 0.81683 5.86350  -0.898
C -1.00963 -4.58531 3.42682  -0.973
C 0.63727 -0.12472 -5.13265  -0.343
C 0.48926 2.04928 -6.17626  -0.457
C 2.62157 -1.73344 -3.22027  0.204
C -0.94451 -2.25559 2.87368  0.114
C -1.64135 -0.36644 -0.40321  -0.065
C -0.67096 5.22421 1.09279  -0.969
C 2.04836 1.67866 -4.35306  -0.283
C -2.46946 3.46865 1.18126  -0.811
C 3.14262 -2.41981 -2.00232  -1.385
C 1.52591 0.39019 -4.18492  0.289
C -0.39518 2.02051 -1.92521  -0.655
C 1.50670 2.51151 -5.34088  -0.620
C -0.31416 0.34336 5.37193  0.146
H -1.83719 -4.32733 4.09732  0.333
H -0.47907 -4.93067 1.00874  0.326
H -1.22220 -5.52296 2.90937  0.314
H 0.01947 2.73180 -6.89693  0.365
H 2.85083 -3.47709 -1.97635  0.347
H 0.82556 3.15392 1.86023  0.421
H -1.52383 5.88918 1.25827  0.334
H 0.61846 -3.50575 0.96606  0.236
H -1.32811 2.53104 -1.64448  0.422
H 0.70406 0.20760 5.78088  0.340
H -1.05846 -3.36277 0.36011  0.158
H -1.70995 0.26412 -4.14546  0.320
H -0.32655 5.34427 0.05477  0.296
H 4.44629 -3.56268 -4.60072  0.309
H -0.03856 0.11417 7.87254  0.311
H -2.88806 3.10996 2.13447  0.268
H -1.80117 0.12844 8.26205  0.302
H 2.93433 -4.37891 -4.15475  0.308
H 3.18099 -3.79673 -5.81237  0.375
H 2.83336 2.03286 -3.66815  0.333
H -2.55256 2.67259 0.42496  0.133
H -2.20616 -1.28734 -0.60105  0.549
H 2.63965 0.18467 -2.34481  0.318
H 2.37634 -1.71116 -5.32749  0.396
H -2.81959 -0.34666 -2.91628  0.461
H -1.16780 -2.13773 3.95384  0.072
H 0.34483 -1.17268 -5.05945  0.561
H -3.31737 0.51045 6.67729  0.347
H 1.88224 3.52711 -5.44177  0.387
H -2.90289 0.28202 4.94093  0.249
H -0.10700 2.36141 -2.92832  0.326
H -0.88188 -0.56393 0.35548  -0.410
H 0.15534 5.49375 1.76274  0.355
H -2.79595 1.89493 5.70165  0.280
H -0.72283 0.35595 -6.76545  0.392
H 2.77864 -1.92488 -1.09510  0.140
H -0.10416 -4.69569 4.03923  0.342
H -1.57662 -1.41577 -3.57855  0.266
H -0.91477 1.66248 8.01875  0.327
H 4.24040 -2.37713 -2.01867  0.311
H 0.39143 2.33030 -1.22422  0.182
H -3.02187 4.34301 0.84569  0.389
H -2.31859 0.41436 -0.02826  0.256

## Properties
- energy above the lowest of the compared OMol25 structures with the same formula, charge and spin (kcal per mole) = 0.00
- multiplicity = 5
- HOMO-LUMO gap (spin up / spin down) (eV) = 7.685 / 6.858
- HOMO level (spin up / spin down) (eV) = -7.44 / -8.26


Record 2
This record from OMol25 describes C23H43BrInN7O2PSSi2 as an isolated structure at a distorted geometry. The level of theory is ωB97M-V/def2-TZVPD.

Last column: Mulliken charge in e.
Positions of all 81 atoms, in Å:
In -0.06466 0.66326 0.01681  0.844
Br -2.05449 2.93785 0.18829  -0.484
S 1.40136 -4.04211 -0.54601  -0.168
P -2.10088 0.83283 -3.26553  0.950
Si -2.70492 -1.92245 1.04445  0.662
Si 1.69344 2.13079 -1.27791  0.805
O -1.41172 2.18648 -3.69449  -0.482
O -1.29622 0.04180 -2.28531  -0.833
N -1.67405 -0.53871 1.16002  0.533
N 0.42073 -2.37283 -2.48516  -0.229
N -0.26229 0.84356 2.27856  0.178
N -1.47771 0.64882 -5.87956  -0.637
N -3.75820 0.91861 -1.12708  0.058
N 1.07380 -1.52774 -0.39714  0.202
N 1.59498 -1.90126 0.80951  -0.316
C -2.30302 -3.23892 2.34169  -1.321
C -1.97822 -0.15061 3.58552  -0.814
C -0.40454 1.38483 4.57097  -0.811
C -2.46134 -2.69376 -0.66768  -0.668
C 2.44508 -3.81528 2.10287  -0.520
C 2.07589 1.16546 -2.85805  -0.857
C 4.76304 3.27761 1.30247  -0.620
C 4.76560 0.87757 1.20075  -0.748
C -4.55135 -1.45898 1.15417  -1.464
C 3.70258 3.31417 0.40738  -0.503
C 3.70336 0.91552 0.31179  0.144
C -1.32468 0.01889 2.34469  0.593
C -2.33409 -0.01923 -4.89433  -0.712
C 1.82462 -3.15733 0.91433  0.310
C 1.02270 3.85291 -1.61376  -1.136
C 3.93326 -3.45572 2.20818  -0.964
C 0.89176 -2.52387 -1.22138  -0.277
C 5.29496 2.06036 1.70087  -0.583
C -3.73050 1.28153 -2.53936  -0.976
C 0.19902 1.51950 3.33949  0.321
C -1.51197 0.53628 4.67987  -0.789
C 1.38250 2.40775 3.09450  -0.845
C 3.15600 2.13474 -0.09845  0.329
H -2.16800 -4.21529 1.87238  0.439
H -3.83892 2.36270 -2.64487  0.341
H -0.03823 1.93763 5.42346  0.451
H -3.23138 0.07172 -0.92653  -0.586
H 1.63941 2.97426 3.98663  0.464
H 4.36327 -3.88920 3.11021  0.408
H 0.07573 -3.20041 -2.94151  0.320
H -4.52457 0.79624 -3.11121  0.475
H 2.31754 -4.89493 2.03104  0.446
H -0.67231 0.08924 -6.12491  0.210
H 5.17068 4.20110 1.69424  0.402
H -3.10388 -3.33571 3.07731  0.376
H -2.84763 -0.79147 3.65390  0.399
H -1.61144 -3.37964 -0.65861  0.245
H -5.07731 -2.16730 1.79842  0.406
H 0.11490 3.80053 -2.21470  0.204
H -1.97634 0.86043 -6.73294  0.206
H 3.28566 -0.01169 -0.06559  0.224
H -3.38309 0.04719 -5.18390  0.499
H 4.48552 -3.82572 1.34388  0.338
H -2.01195 0.43305 5.63496  0.456
H 3.29550 4.27337 0.10620  0.378
H -3.01128 1.83388 -0.35340  0.378
H 2.24515 1.81016 2.79069  0.033
H 0.77570 4.37076 -0.68527  0.260
H -5.03838 -1.50851 0.17631  0.330
H -1.15706 2.11957 -4.64764  0.434
H 1.43651 1.49510 -3.67960  0.264
H 5.17993 -0.07486 1.50798  0.395
H -2.28317 -1.94884 -1.44640  -0.211
H 3.11680 1.30535 -3.15655  0.512
H -3.34622 -3.27416 -0.94174  0.493
H 6.11873 2.03131 2.40252  0.404
H -4.69976 0.81694 -0.76567  0.349
H 4.04478 -2.37319 2.25782  0.114
H -0.14291 -1.53531 -2.61215  0.025
H -2.09081 -1.07317 -4.75828  0.356
H -1.38590 -2.99411 2.88196  0.304
H -4.71341 -0.46256 1.57428  0.335
H 1.92585 -3.46410 2.99517  0.201
H 1.90934 0.09807 -2.70105  0.119
H 1.15715 3.10279 2.28277  0.170
H 1.75599 4.45645 -2.15561  0.456

## Properties
- energy above the lowest of the compared OMol25 structures with the same formula, charge and spin (kcal per mole) = 18.78
- total charge = +1
- HOMO-LUMO gap (eV) = 7.866
- HOMO level (eV) = -10.06


Record 3
This record from OMol25 describes a 8-piece molecular cluster, C23H43Cl16O2 overall. The level of theory is ωB97M-V/def2-TZVPD.

Last column: Mulliken charge in e.
Positions of all 84 atoms, in Å:
Cl -3.02164 -4.94873 -3.85812  -0.206
Cl -1.88240 2.95984 0.58283  -0.364
Cl -2.16172 -6.06237 -0.78385  -0.150
Cl 1.96181 7.44585 3.56232  -0.224
Cl 0.51704 5.58005 8.05423  -0.179
Cl -5.23742 -4.38468 -0.18498  -0.092
Cl -0.48046 -2.86488 -6.27008  -0.156
Cl -5.26220 -6.84156 2.17075  -0.178
Cl 4.07823 4.78981 3.67182  -0.178
Cl 3.75607 -3.26125 -3.39426  -0.071
Cl 1.40736 4.97318 -0.68782  -0.175
Cl 2.27385 -1.20022 -7.40100  -0.210
Cl -0.41304 8.55036 6.67494  -0.161
Cl 0.84582 -2.94723 -1.48237  -0.299
Cl -0.75078 7.63098 -0.81704  -0.237
Cl 1.44862 -5.34489 -4.76240  -0.121
O -0.17350 1.50773 1.93638  -0.444
O 3.53137 0.22635 -1.83431  -0.625
C 2.84714 -4.58571 -5.56630  -0.093
C 1.16455 0.06056 -1.18151  -0.810
C 1.95252 6.12010 4.75794  0.372
C -6.67850 -6.05903 1.42211  -0.410
C -0.82114 1.44557 0.96022  0.621
C 3.34117 5.62290 5.06243  -0.411
C 3.00912 0.62769 0.45467  -1.484
C 0.69694 -0.48881 -6.94897  -0.393
C -0.44952 -1.83788 -0.78920  -0.416
C 0.14009 -0.56161 -0.25227  1.132
C -0.49164 8.09775 8.39705  -0.408
C -1.46775 -5.69159 -3.38268  -0.019
C -0.68329 6.33650 0.41900  -0.175
C -1.66095 -6.76583 -2.33850  -0.474
C 0.72564 5.87641 0.68559  -0.205
C -1.28668 -2.69777 0.17733  0.282
C 4.04113 -4.48394 -4.65381  -0.543
C 2.62348 -0.16054 -0.78010  0.945
C 0.64650 7.19526 8.80055  -0.527
C 0.03841 -1.22261 -5.81002  -0.349
C -1.02923 0.38003 -0.08926  -1.231
C -0.84847 -2.70068 1.65007  -1.260
C -6.43005 -5.68905 -0.01908  -0.513
H -0.44241 9.02074 8.97257  0.292
H 1.60532 7.61842 8.51046  0.323
H -1.26169 -3.71249 -0.21656  -0.399
H 0.07335 -0.49956 -7.83922  0.326
H 4.26696 -5.43404 -4.17589  0.337
H -1.31677 0.92529 -1.01432  0.325
H -7.50193 -6.76935 1.47999  0.293
H 0.88939 0.54103 -6.65421  0.335
H 4.90614 -4.15503 -5.22891  0.304
H -0.85169 -0.67975 -5.49738  0.404
H 0.70513 -1.32030 -4.95558  0.020
H 2.54097 -3.59786 -5.90246  -0.136
H -1.10701 6.75340 1.33127  0.305
H 1.32686 5.32312 4.36222  0.329
H 1.38446 6.71120 0.90515  0.304
H -6.06479 -6.54392 -0.58418  0.292
H 0.63371 7.04795 9.87905  0.362
H 3.31233 -0.32363 -2.59657  0.294
H 0.71907 5.19226 1.53345  0.066
H 2.87013 1.70324 0.28990  0.263
H -1.52099 -2.11002 2.28079  0.259
H 3.99826 6.44287 5.34310  0.330
H -7.36021 -5.33806 -0.46439  0.309
H 1.01636 1.15387 -1.21832  0.364
H 4.05094 0.43729 0.73096  0.404
H 1.49197 6.51289 5.66080  -0.491
H 3.07672 -5.19827 -6.43723  0.325
H -0.84706 -3.72202 2.04894  0.381
H -1.45231 7.61942 8.57030  0.310
H -1.03528 -6.12591 -4.28355  0.313
H 2.35014 0.31709 1.27236  0.256
H -1.09497 -1.65854 -1.68225  0.177
H -1.92907 -0.15130 0.25780  0.395
H 1.05261 -0.30771 -2.22830  -0.456
H 2.75042 -1.23294 -0.57543  0.058
H 3.28997 4.90668 5.88132  0.275
H -1.30379 5.51525 0.07378  0.083
H -6.91926 -5.18025 2.01508  0.304
H -2.41081 -7.49174 -2.64441  0.367
H -2.33068 -2.36296 0.09638  0.411
H -0.71353 -7.27694 -2.17196  0.284
H -0.81921 -4.89631 -3.01770  -0.114
H 0.15571 -2.27920 1.74078  0.258

## Properties
- total charge = -1
- HOMO-LUMO gap (eV) = 4.218
- HOMO level (eV) = -2.48